Entry 1:
DFT (ωB97M-V/def2-TZVPD) results for 3 unconnected molecules or ions with the total composition C33H77BFNO5PSi.

Results
* energy: -67759.13446 eV
* total charge: -1
* M: 656.85 g/mol
* gap between HOMO and LUMO: 5.4 eV
* strongest force on any atom: 0.74 eV/A

Cartesian coordinates (Å):
1 C 9.30 2.77 -3.29
2 C 9.66 1.62 -2.35
3 C 8.62 1.41 -1.25
4 C 7.44 0.53 -1.66
5 C 6.89 -0.31 -0.50
6 C 5.40 -0.62 -0.59
7 C 5.04 -1.71 -1.60
8 C 3.69 -2.40 -1.31
9 C 2.54 -1.85 -2.14
10 C 1.19 -2.51 -1.81
11 C 0.11 -1.54 -1.31
12 C -0.83 -1.07 -2.41
13 C -1.94 -2.07 -2.74
14 C -2.95 -2.26 -1.59
15 C -4.41 -2.40 -2.05
16 C -5.44 -1.74 -1.12
17 C -6.48 -0.85 -1.81
18 O -6.57 0.42 -1.23
19 P -8.15 1.20 -1.49
20 B -7.64 2.71 -0.35
21 O -8.58 3.10 0.60
22 N -6.34 3.46 -0.38
23 C -6.52 4.78 -0.96
24 C -5.77 3.56 0.96
25 Si -10.17 2.10 -2.10
26 C -11.62 1.58 -0.98
27 C -10.12 4.00 -2.24
28 C -10.61 1.51 -3.84
29 O -8.65 -0.33 -2.36
30 C -7.91 -1.37 -1.82
31 C -8.14 -2.70 -2.51
32 C -9.40 -3.39 -2.05
33 F -8.26 -2.52 -3.90
34 H 9.47 3.73 -2.79
35 H 9.91 2.77 -4.19
36 H 8.25 2.73 -3.58
37 H 9.77 0.70 -2.93
38 H 10.64 1.82 -1.90
39 H 9.11 0.95 -0.39
40 H 8.26 2.38 -0.92
41 H 6.61 1.15 -2.04
42 H 7.75 -0.13 -2.48
43 H 7.06 0.24 0.43
44 H 7.45 -1.25 -0.42
45 H 5.04 -0.90 0.40
46 H 4.87 0.30 -0.86
47 H 4.97 -1.27 -2.60
48 H 5.83 -2.46 -1.63
49 H 3.78 -3.47 -1.51
50 H 3.45 -2.29 -0.25
51 H 2.47 -0.77 -1.98
52 H 2.78 -1.99 -3.20
53 H 1.36 -3.28 -1.05
54 H 0.82 -3.04 -2.69
55 H 0.60 -0.68 -0.86
56 H -0.48 -2.01 -0.51
57 H -0.26 -0.84 -3.32
58 H -1.31 -0.13 -2.11
59 H -1.49 -3.03 -3.01
60 H -2.47 -1.71 -3.63
61 H -2.88 -1.40 -0.92
62 H -2.68 -3.15 -1.03
63 H -4.64 -3.47 -2.14
64 H -4.52 -1.99 -3.06
65 H -5.95 -2.52 -0.53
66 H -4.92 -1.11 -0.40
67 H -6.20 -0.72 -2.87
68 H -8.70 0.56 -0.28
69 H -7.59 1.76 -2.74
70 H -8.42 3.99 0.93
71 H -7.13 5.45 -0.33
72 H -5.55 5.27 -1.09
73 H -7.01 4.69 -1.93
74 H -4.68 3.64 0.91
75 H -6.14 4.43 1.52
76 H -6.02 2.67 1.55
77 H -11.25 0.84 -0.27
78 H -12.01 2.43 -0.42
79 H -12.42 1.13 -1.57
80 H -10.03 4.50 -1.28
81 H -11.04 4.36 -2.73
82 H -9.29 4.29 -2.88
83 H -11.49 2.05 -4.22
84 H -10.83 0.45 -3.83
85 H -9.79 1.68 -4.54
86 H -8.18 -1.53 -0.75
87 H -7.26 -3.34 -2.37
88 H -10.25 -2.79 -2.38
89 H -9.48 -4.40 -2.46
90 H -9.43 -3.44 -0.96
91 C 3.37 1.41 4.48
92 C 4.31 0.38 3.89
93 O 5.05 0.84 2.77
94 C 5.90 1.95 2.98
95 C 6.98 1.70 4.02
96 H 2.67 1.77 3.73
97 H 2.80 0.96 5.30
98 H 3.91 2.27 4.88
99 H 3.74 -0.47 3.51
100 H 4.99 -0.01 4.66
101 H 5.31 2.84 3.24
102 H 6.35 2.15 2.01
103 H 6.56 1.50 5.01
104 H 7.63 2.57 4.10
105 H 7.58 0.83 3.73
106 C 7.88 -2.52 4.28
107 C 9.12 -1.82 4.82
108 O 8.92 -1.14 6.04
109 C 8.50 -1.93 7.14
110 C 9.47 -3.04 7.51
111 H 7.06 -1.80 4.15
112 H 8.09 -2.97 3.32
113 H 7.53 -3.31 4.95
114 H 9.43 -1.05 4.11
115 H 9.95 -2.53 4.90
116 H 7.50 -2.34 6.95
117 H 8.41 -1.23 7.96
118 H 9.58 -3.77 6.71
119 H 9.11 -3.56 8.40
120 H 10.46 -2.62 7.73

Entry 2:
DFT (ωB97M-V/def2-TZVPD) results for 9 unconnected molecules or ions with the total composition C33H78BrNO13S9 at a distorted geometry.

Results
* energy: -231139.69717 eV
* total charge: 0
* M: 1065.49 g/mol
* gap between HOMO and LUMO: 8.6 eV
* strongest force on any atom: 8.15 eV/A

Cartesian coordinates (Å):
1 C -2.51 -1.19 1.71
2 O -1.08 -1.38 1.48
3 C -0.88 -1.83 0.10
4 C -0.59 -0.54 -0.87
5 C 0.89 0.06 -0.63
6 C 1.03 1.64 -0.91
7 C 2.54 2.18 -0.56
8 C 2.59 3.09 0.77
9 C 1.85 2.41 2.06
10 C 0.63 3.37 2.51
11 C -0.55 2.58 3.33
12 C -1.69 2.25 2.18
13 C -2.51 3.62 1.97
14 C -3.13 3.86 0.51
15 C -3.05 2.60 -0.50
16 C -3.54 3.05 -2.00
17 Br -4.01 1.49 -3.16
18 O -4.54 4.11 -2.00
19 S -3.87 5.59 -1.55
20 O -3.34 6.42 -2.70
21 O -4.96 6.32 -0.75
22 C -2.54 5.17 -0.26
23 N -2.44 6.39 0.61
24 C -1.18 6.74 0.62
25 O 0.05 6.96 0.46
26 H -2.66 -0.86 2.80
27 H -2.86 -0.31 1.05
28 H -3.08 -2.17 1.51
29 H -1.77 -2.46 -0.30
30 H 0.04 -2.54 0.11
31 H -0.72 -0.95 -1.95
32 H -1.43 0.21 -0.65
33 H 1.64 -0.47 -1.33
34 H 1.20 -0.24 0.44
35 H 0.32 2.31 -0.30
36 H 0.76 1.83 -2.02
37 H 2.81 2.87 -1.47
38 H 3.27 1.30 -0.51
39 H 3.71 3.29 1.03
40 H 2.14 4.13 0.56
41 H 1.57 1.31 1.89
42 H 2.64 2.47 2.91
43 H 1.03 4.29 3.09
44 H 0.19 3.80 1.52
45 H -0.12 1.56 3.66
46 H -0.99 3.20 4.19
47 H -1.09 1.89 1.28
48 H -2.36 1.44 2.65
49 H -3.41 3.60 2.74
50 H -1.86 4.52 2.32
51 H -4.27 4.08 0.66
52 H -3.65 1.69 -0.15
53 H -1.93 2.30 -0.65
54 H -2.58 3.51 -2.49
55 H -1.58 4.91 -0.83
56 C 2.20 -1.60 5.53
57 S 0.98 -0.35 6.00
58 O 0.93 0.67 4.91
59 C 1.96 0.36 7.35
60 H 1.81 -2.15 4.67
61 H 3.14 -1.12 5.26
62 H 2.35 -2.29 6.36
63 H 2.92 0.72 6.97
64 H 2.12 -0.40 8.12
65 H 1.40 1.20 7.78
66 C 1.75 -6.25 8.84
67 S 2.86 -5.09 8.03
68 O 2.13 -3.79 7.88
69 C 2.85 -5.91 6.42
70 H 1.58 -5.91 9.87
71 H 0.79 -6.29 8.31
72 H 2.20 -7.24 8.86
73 H 1.83 -5.96 6.04
74 H 3.27 -6.91 6.51
75 H 3.46 -5.32 5.73
76 C 0.86 -5.12 -2.83
77 S 1.68 -3.55 -3.18
78 O 1.49 -2.67 -1.99
79 C 0.50 -3.01 -4.44
80 H 1.41 -5.63 -2.04
81 H -0.17 -4.95 -2.51
82 H 0.87 -5.75 -3.73
83 H -0.50 -2.96 -4.02
84 H 0.53 -3.70 -5.29
85 H 0.80 -2.01 -4.78
86 C 3.62 -6.18 -6.46
87 S 3.29 -7.73 -5.58
88 O 2.18 -7.46 -4.62
89 C 4.83 -7.75 -4.65
90 H 2.76 -5.95 -7.09
91 H 3.78 -5.37 -5.74
92 H 4.51 -6.30 -7.09
93 H 4.92 -6.84 -4.04
94 H 5.68 -7.82 -5.33
95 H 4.83 -8.62 -3.99
96 C -6.46 0.65 4.76
97 S -5.56 1.91 3.83
98 O -4.11 1.72 4.11
99 C -6.13 3.31 4.83
100 H -6.23 -0.33 4.33
101 H -6.16 0.66 5.80
102 H -7.54 0.83 4.67
103 H -5.85 3.16 5.87
104 H -7.21 3.40 4.74
105 H -5.66 4.22 4.45
106 C -5.22 6.52 -5.89
107 S -6.88 7.24 -5.76
108 O -7.47 7.25 -7.13
109 C -6.33 8.91 -5.38
110 H -5.32 5.47 -6.16
111 H -4.65 7.04 -6.66
112 H -4.71 6.60 -4.93
113 H -5.69 9.29 -6.18
114 H -5.78 8.92 -4.43
115 H -7.21 9.55 -5.29
116 C 6.92 -6.31 0.10
117 S 7.37 -7.49 -1.18
118 O 6.87 -6.95 -2.49
119 C 6.23 -8.79 -0.66
120 H 7.49 -5.39 -0.05
121 H 5.85 -6.08 0.05
122 H 7.16 -6.72 1.08
123 H 5.20 -8.41 -0.67
124 H 6.49 -9.12 0.34
125 H 6.31 -9.62 -1.36
126 C 2.40 2.30 -6.93
127 S 2.18 3.36 -5.48
128 O 3.01 2.79 -4.38
129 C 0.46 2.91 -5.17
130 H 3.43 2.40 -7.28
131 H 2.20 1.26 -6.67
132 H 1.72 2.62 -7.72
133 H 0.38 1.83 -5.01
134 H -0.16 3.21 -6.02
135 H 0.12 3.43 -4.27

Entry 3:
DFT (ωB97M-V/def2-TZVPD) results for 9 unconnected molecules or ions with the total composition C33H78N12O12P at a distorted geometry.

Results
* energy: -87218.41872 eV
* total charge: +1
* M: 866.03 g/mol
* gap between HOMO and LUMO: 7.1 eV
* strongest force on any atom: 2.48 eV/A

Cartesian coordinates (Å):
1 C 2.37 0.94 -3.26
2 C 2.11 1.88 -2.10
3 N 0.82 1.61 -1.43
4 C 0.84 0.39 -0.67
5 C 1.23 0.53 0.77
6 N 0.79 -0.56 1.65
7 C 0.38 -1.81 0.96
8 C -0.52 -1.62 -0.26
9 C -1.92 -2.19 0.01
10 C -1.94 -3.70 0.26
11 C -2.64 -4.49 -0.83
12 O -3.94 -3.96 -1.07
13 O 0.11 -2.36 -1.30
14 N -0.70 -2.43 -2.48
15 O -0.11 -2.04 -3.39
16 N -0.58 -0.18 -0.70
17 P -1.78 0.77 0.24
18 O -1.88 0.43 1.65
19 H 1.47 0.66 -3.79
20 H 2.77 0.02 -2.85
21 H 3.13 1.30 -3.92
22 H 2.04 2.89 -2.49
23 H 2.94 1.89 -1.40
24 H 0.59 2.41 -0.86
25 H 1.50 -0.30 -1.17
26 H 2.31 0.64 0.82
27 H 0.79 1.46 1.14
28 H 1.58 -0.81 2.22
29 H -0.09 -2.44 1.70
30 H 1.27 -2.36 0.65
31 H -2.32 -1.73 0.91
32 H -2.62 -1.93 -0.78
33 H -2.49 -3.89 1.17
34 H -0.94 -4.11 0.38
35 H -2.78 -5.50 -0.44
36 H -2.06 -4.58 -1.74
37 H -3.99 -3.67 -2.00
38 H -0.83 -0.09 -1.69
39 H -3.02 0.65 -0.43
40 H -1.42 2.12 0.11
41 C 1.04 -2.97 5.94
42 C 0.60 -2.29 4.67
43 O 1.25 -2.34 3.62
44 N -0.56 -1.59 4.66
45 C -1.49 -1.32 5.74
46 H 1.98 -3.48 5.78
47 H 1.18 -2.24 6.74
48 H 0.30 -3.71 6.25
49 H -0.77 -1.21 3.75
50 H -2.47 -1.74 5.49
51 H -1.59 -0.25 5.86
52 H -1.15 -1.75 6.67
53 C 3.00 -2.33 -6.17
54 C 4.08 -1.36 -5.75
55 O 4.57 -1.37 -4.63
56 N 4.49 -0.45 -6.67
57 C 4.00 -0.29 -8.04
58 H 2.78 -2.98 -5.33
59 H 2.09 -1.78 -6.44
60 H 3.33 -2.94 -7.01
61 H 5.20 0.17 -6.34
62 H 4.83 -0.42 -8.73
63 H 3.59 0.71 -8.17
64 H 3.24 -1.02 -8.26
65 C -0.50 3.96 7.52
66 C -0.57 2.52 7.10
67 O -1.52 1.80 7.38
68 N 0.48 2.03 6.39
69 C 1.68 2.73 5.96
70 H -1.40 4.20 8.07
71 H 0.36 4.14 8.16
72 H -0.43 4.61 6.64
73 H 0.38 1.06 6.14
74 H 1.74 2.71 4.87
75 H 2.56 2.24 6.37
76 H 1.66 3.76 6.29
77 C -5.66 -0.51 0.77
78 C -6.17 0.32 -0.38
79 O -5.55 0.39 -1.44
80 N -7.34 0.99 -0.22
81 C -8.20 1.02 0.95
82 H -4.73 -0.96 0.44
83 H -5.46 0.13 1.63
84 H -6.36 -1.29 1.05
85 H -7.61 1.52 -1.03
86 H -9.19 0.65 0.69
87 H -8.30 2.05 1.31
88 H -7.79 0.41 1.75
89 C -2.27 2.84 4.00
90 C -1.61 3.71 5.05
91 O -0.43 4.03 4.97
92 N -2.38 4.13 6.08
93 C -3.77 3.84 6.34
94 H -1.53 2.58 3.25
95 H -2.64 1.92 4.45
96 H -3.09 3.37 3.52
97 H -1.88 4.71 6.74
98 H -4.34 4.77 6.38
99 H -3.87 3.33 7.30
100 H -4.19 3.21 5.57
101 C -0.29 1.99 -8.06
102 C -0.15 1.25 -6.76
103 O 0.88 0.66 -6.46
104 N -1.21 1.26 -5.91
105 C -2.50 1.90 -6.09
106 H 0.64 1.90 -8.62
107 H -1.10 1.57 -8.66
108 H -0.48 3.05 -7.89
109 H -1.05 0.74 -5.06
110 H -2.68 2.62 -5.29
111 H -3.30 1.15 -6.06
112 H -2.55 2.41 -7.04
113 C 3.11 4.75 -7.74
114 C 3.35 3.88 -8.95
115 O 2.68 2.89 -9.18
116 N 4.36 4.24 -9.79
117 C 5.26 5.37 -9.68
118 H 2.28 4.33 -7.18
119 H 3.99 4.77 -7.10
120 H 2.86 5.77 -8.04
121 H 4.47 3.62 -10.57
122 H 5.16 6.01 -10.56
123 H 6.30 5.02 -9.62
124 H 5.05 5.96 -8.79
125 C 3.32 -7.10 8.34
126 C 3.16 -6.09 7.24
127 O 2.88 -4.92 7.47
128 N 3.33 -6.52 5.96
129 C 3.66 -7.86 5.50
130 H 3.16 -6.61 9.29
131 H 2.60 -7.91 8.24
132 H 4.33 -7.52 8.33
133 H 3.21 -5.79 5.27
134 H 4.59 -7.84 4.94
135 H 2.87 -8.22 4.84
136 H 3.76 -8.54 6.33

| no. | LUMO level (eV) | HOMO (eV) |
| --- | --- | --- |
| 1 | 1.73 | -3.7 |
| 2 | 0.13 | -8.5 |
| 3 | -3.38 | -10.5 |